135
Properties=species:S:1:pos:R:3 method="wB97M-V/def2-TZVPD" molar_mass_g_mol=687.05 homo_lumo_gap_ev=9.2 de_lowest_kj_mol=0.0 total_charge=0
C -0.90194 4.35113 -3.05172
C -1.02814 3.60653 -1.73196
O -1.24750 4.59067 -0.70627
H -0.10334 5.11082 -3.01353
H -1.85612 4.85162 -3.21724
H -0.67074 3.69058 -3.88204
H -0.15434 3.02222 -1.47785
H -1.90091 2.94061 -1.80085
H -1.50775 4.08934 0.07285
C 3.00146 0.60137 2.40156
C 3.70975 0.75802 3.73946
O 4.01205 2.11051 4.07138
H 3.64351 0.72965 1.53534
H 2.15408 1.30392 2.38384
H 2.63575 -0.42203 2.30984
H 4.54852 0.03085 3.74362
H 3.06638 0.46772 4.59010
H 4.40260 2.51884 3.29095
C -4.38312 4.26635 2.49003
C -4.06322 3.75487 1.07869
O -2.87402 2.91599 1.15105
H -4.23437 3.40684 3.15060
H -5.42133 4.61305 2.54510
H -3.69152 5.05399 2.77186
H -3.84670 4.57535 0.37095
H -4.92163 3.19721 0.65009
H -2.90416 2.27057 0.42827
C -0.11894 -0.05271 0.54402
C 1.14834 0.02480 -0.24661
O 1.80553 -1.25477 -0.12778
H -0.83771 -0.69705 0.06651
H -0.57583 0.94204 0.64244
H 0.09481 -0.41378 1.55473
H 1.79495 0.84395 0.13120
H 0.97105 0.22518 -1.30684
H 2.73881 -1.16486 -0.37891
C -0.66300 -5.40826 0.94547
C -0.01550 -4.08604 0.79475
O 0.28132 -3.78061 -0.53823
H -0.88335 -5.65474 1.99808
H -0.04144 -6.23682 0.59286
H -1.60684 -5.48371 0.38886
H 0.87305 -4.06305 1.45884
H -0.59440 -3.26892 1.26011
H 0.82898 -2.97428 -0.54205
C 1.76000 -2.86359 3.97105
C 0.71606 -3.36513 4.98001
O 1.31949 -3.90299 6.20446
H 1.37034 -2.36551 3.09351
H 2.33202 -3.71963 3.63506
H 2.52263 -2.21831 4.41141
H 0.04216 -4.13154 4.57031
H 0.07043 -2.52343 5.12442
H 1.88512 -4.68378 6.01328
C -0.55493 0.23494 4.34003
C -0.91590 1.60322 3.89836
O -2.27168 1.54005 3.42687
H -0.49144 -0.54031 3.55855
H -1.21937 -0.12377 5.12267
H 0.44511 0.22958 4.75892
H -0.22377 1.95377 3.13607
H -0.87303 2.28069 4.76319
H -2.41476 2.03682 2.58670
C -4.73643 1.88965 -2.55604
C -4.59571 0.92793 -1.32462
O -3.27061 1.03819 -0.71464
H -5.67115 1.67579 -3.06269
H -3.87311 1.67014 -3.18129
H -4.69078 2.92205 -2.21184
H -4.79283 -0.10364 -1.57033
H -5.29283 1.25070 -0.55219
H -2.75335 0.33588 -1.17223
C -1.34259 1.57485 -5.74157
C 0.09353 1.20209 -5.47147
O 0.18430 0.77862 -4.06497
H -1.72193 2.37951 -5.08484
H -2.01075 0.71995 -5.66104
H -1.41727 1.87631 -6.77715
H 0.77831 2.07207 -5.62860
H 0.47142 0.37770 -6.10489
H 1.11607 0.79130 -3.74510
C 2.78496 -1.70535 -3.38857
C 3.57375 -0.48221 -3.95270
O 2.92055 0.76218 -3.51286
H 1.69466 -1.53781 -3.40627
H 2.96281 -1.84687 -2.30961
H 3.06758 -2.63259 -3.87610
H 3.59142 -0.54559 -5.05699
H 4.59271 -0.52391 -3.53150
H 3.55424 1.31255 -3.02275
C 2.83709 3.83976 -1.91872
C 4.02685 3.08824 -1.41026
O 4.69479 2.27631 -2.39946
H 2.34885 4.42925 -1.12665
H 2.11197 3.11794 -2.31194
H 3.14167 4.55668 -2.69151
H 3.74430 2.35928 -0.68013
H 4.70040 3.77329 -0.91277
H 4.85648 2.90129 -3.11527
C -5.63736 -0.11770 2.42543
C -4.75670 -1.15497 3.08216
C -3.77455 -1.72511 2.01569
O -4.00807 -0.70230 4.16100
H -6.20099 -0.68395 1.68850
H -5.00757 0.58958 1.90067
H -6.29871 0.38731 3.14128
H -5.33992 -1.94998 3.52317
H -4.35126 -1.93783 1.12619
H -3.19687 -2.59858 2.33567
H -3.07484 -0.92093 1.75868
H -3.63149 0.16540 3.93190
C 6.55672 -1.55176 1.05365
C 5.55857 -2.21015 0.10202
C 4.62786 -3.15266 0.85831
O 4.73849 -1.21238 -0.57971
H 7.14495 -2.42452 1.36529
H 6.10848 -1.00953 1.88455
H 7.24917 -0.83095 0.62918
H 6.12760 -2.79185 -0.62973
H 5.22013 -3.62789 1.64694
H 4.15015 -3.87672 0.20216
H 3.81838 -2.62266 1.39870
H 5.31465 -0.66240 -1.13599
C -2.65357 -2.57814 -1.68188
C -1.60676 -1.84588 -2.53485
C -1.63288 -2.37341 -3.95392
O -1.84700 -0.44892 -2.55520
H -3.60621 -2.67866 -2.16428
H -2.79833 -2.08465 -0.71672
H -2.25948 -3.58559 -1.43299
H -0.63524 -2.12918 -2.15819
H -1.69711 -3.44799 -4.03669
H -0.75503 -2.07660 -4.55232
H -2.51948 -1.95432 -4.43297
H -1.16668 -0.03968 -3.14262

---

152
Properties=species:S:1:pos:R:3 method="wB97M-V/def2-TZVPD" molar_mass_g_mol=858.18 homo_lumo_gap_ev=8.5 de_lowest_kj_mol=227.3 total_charge=0
C 0.92611 -5.80165 0.96176
C 1.36918 -5.05299 2.20434
C 1.75694 -3.50523 1.98641
O 3.01598 -3.40099 1.19659
C 3.88347 -2.46230 1.60814
N 0.12992 -5.10733 2.99874
H 1.59988 -5.65136 0.11823
H -0.07789 -5.52121 0.64327
H 0.76244 -6.87654 1.03869
H 2.24301 -5.49919 2.67913
H 1.74958 -3.19965 3.03268
H 0.95652 -3.02320 1.42510
H 4.68375 -2.52697 0.87094
H 4.28169 -2.69927 2.59474
H 3.53147 -1.43535 1.70601
H -0.17265 -6.07072 3.01936
H -0.54515 -4.65400 2.39969
C -3.78648 -0.52929 -1.70908
C -4.13353 -1.84970 -2.43626
C -5.55620 -2.46332 -2.33113
O -5.94995 -2.71243 -1.00381
C -7.29019 -3.24509 -0.96962
N -3.73849 -1.61638 -3.80692
H -2.76800 -0.14746 -1.77984
H -4.02259 -0.72198 -0.66255
H -4.42316 0.30317 -2.00869
H -3.52848 -2.68070 -2.07371
H -5.67314 -3.30936 -3.00836
H -6.24655 -1.67908 -2.64173
H -7.92660 -2.44955 -1.35719
H -7.41337 -3.50369 0.08207
H -7.36162 -4.08418 -1.66167
H -4.41222 -0.99608 -4.23284
H -2.85292 -1.14400 -3.91975
C -2.42894 -3.33252 0.65213
C -3.37787 -4.41859 1.29057
C -4.30781 -3.75902 2.17280
O -4.95422 -4.64611 3.11055
C -6.04792 -4.02852 3.79064
N -3.98593 -5.06676 0.12251
H -2.91847 -2.41662 0.32110
H -1.94876 -3.77210 -0.22211
H -1.69460 -3.02437 1.39636
H -2.82959 -5.24457 1.74361
H -5.08439 -3.16659 1.68901
H -3.86159 -2.88253 2.64265
H -6.47216 -4.53482 4.65769
H -6.82178 -3.71007 3.09219
H -5.63080 -3.09686 4.17290
H -4.49500 -4.40160 -0.44186
H -4.71678 -5.61787 0.54941
C 1.27036 3.70179 -3.69933
C 0.81626 4.41968 -2.41424
C 0.88378 5.96531 -2.55190
O 1.03319 6.42720 -1.18974
C 1.12031 7.83432 -1.00801
N -0.47033 3.90348 -2.00813
H 2.13472 4.17970 -4.16039
H 0.52800 3.68742 -4.49733
H 1.69356 2.74250 -3.40139
H 1.49774 4.28228 -1.57471
H -0.02992 6.29710 -3.04501
H 1.76103 6.23760 -3.13876
H 1.49780 7.88809 0.01312
H 0.15425 8.33637 -1.06062
H 1.87534 8.26890 -1.66313
H -0.28884 3.00887 -1.57589
H -0.83298 4.44218 -1.23458
C 2.72800 -4.56631 -2.29615
C 3.23553 -3.26117 -2.85917
C 2.92197 -2.99307 -4.38050
O 3.29221 -4.15357 -5.09371
C 3.00332 -4.22183 -6.46728
N 2.74823 -2.10378 -2.04196
H 2.73733 -5.38201 -3.01909
H 1.65462 -4.42458 -2.17015
H 3.07148 -4.92680 -1.32653
H 4.31403 -3.10896 -2.81723
H 3.54274 -2.13947 -4.65271
H 1.89435 -2.62980 -4.39135
H 3.48419 -5.07920 -6.93821
H 3.39247 -3.33072 -6.95982
H 1.94591 -4.33582 -6.70603
H 1.74026 -2.09504 -2.10538
H 2.93088 -2.10328 -1.04861
C 4.64982 2.26494 1.43422
C 5.15261 1.88213 2.84813
C 6.72640 1.68363 2.85587
O 7.11691 0.51028 2.13887
C 8.52591 0.24152 2.25164
N 4.80166 2.94886 3.79416
H 3.56755 2.27831 1.30533
H 5.03867 1.47133 0.79620
H 5.09582 3.19891 1.09234
H 4.66125 0.93567 3.07365
H 6.99585 1.52970 3.90076
H 7.21505 2.56711 2.44502
H 9.13217 1.13473 2.40238
H 8.86425 -0.26772 1.34925
H 8.73262 -0.32801 3.15773
H 5.32222 2.63636 4.60129
H 5.21902 3.83475 3.54696
C -3.32752 5.41483 3.77030
C -3.00476 6.10453 2.49883
C -2.63418 5.19771 1.28065
O -1.56005 4.26034 1.58337
C -0.35306 4.86458 1.88722
N -4.11932 6.99584 2.20161
H -4.23588 4.81862 3.68370
H -3.31616 6.10490 4.61397
H -2.57733 4.63731 3.91442
H -2.12871 6.71654 2.71348
H -2.43966 5.88782 0.45967
H -3.51141 4.59513 1.04513
H -0.40089 5.47647 2.78800
H -0.01006 5.49546 1.06719
H 0.40342 4.10293 2.07623
H -3.87027 7.41235 1.31584
H -3.79921 7.76174 2.77696
O -0.71831 -1.19796 2.62681
H -1.11080 -0.35530 2.85511
H -0.47656 -1.58583 3.46784
O 2.23774 0.28060 -3.49356
H 1.57976 0.23920 -2.79960
H 2.84263 -0.43381 -3.29367
O -0.06482 -2.45270 -2.66587
H -0.72629 -3.14428 -2.64566
H -0.21065 -2.00542 -3.49948
C 1.57286 0.82228 4.30653
O 2.32728 -0.00433 3.85712
N 1.60926 2.06816 4.03924
N 0.53942 0.55451 5.02597
H 0.89236 2.61122 4.49885
H 2.56063 2.36533 3.87592
H 0.25543 -0.40746 5.14455
H 0.06461 1.37586 5.37243
C 0.40846 0.39881 -0.39865
O 0.28023 0.96606 -1.47575
N 0.07336 -0.88789 -0.28973
N 1.00456 0.75349 0.67916
H 0.10255 -1.33024 0.61778
H -0.31018 -1.38295 -1.08214
H 1.34367 1.70199 0.75300
H 0.86378 0.23514 1.53449
C -2.54204 2.11180 -4.35816
O -3.39222 1.67768 -5.08656
N -2.65777 3.24188 -3.70237
N -1.47384 1.47972 -4.06130
H -3.44378 3.86482 -3.82169
H -1.95921 3.40794 -2.99206
H -1.31766 0.59771 -4.52796
H -0.80276 1.73404 -3.35061

---

183
Properties=species:S:1:pos:R:3 method="wB97M-V/def2-TZVPD" molar_mass_g_mol=1420.89 homo_lumo_gap_ev=9.0 de_lowest_kj_mol=440.6 total_charge=0
C 4.80854 -3.21208 -16.43505
O 3.51025 -2.73882 -16.23547
H 5.14158 -3.06841 -17.46292
H 5.41191 -2.59288 -15.77126
H 4.81749 -4.26834 -16.16607
H 3.29297 -2.88876 -15.31248
C 4.99441 -8.90461 -17.91406
O 5.36282 -8.14706 -16.84414
H 4.01497 -9.33179 -17.69883
H 4.82980 -8.17882 -18.71044
H 5.68007 -9.70807 -18.18321
H 5.16820 -8.70938 -16.09080
C 2.07153 -0.87264 -11.64630
O 3.19950 -0.63335 -12.49928
H 2.37924 -0.35060 -10.74028
H 1.13045 -0.41653 -11.95360
H 1.96814 -1.93576 -11.42909
H 3.16763 -1.37571 -13.10711
C 5.85244 -10.68497 -14.67366
O 4.75530 -9.82148 -14.70835
H 5.46188 -11.68834 -14.84342
H 6.65443 -10.50702 -15.39007
H 6.12651 -10.61737 -13.62084
H 4.18375 -9.90435 -13.94149
C 7.36116 -5.41989 -16.26462
O 7.11887 -6.04186 -17.50062
H 6.54950 -5.61805 -15.56459
H 8.27710 -5.85624 -15.86621
H 7.54710 -4.35593 -16.41134
H 6.56577 -6.81813 -17.38626
C -0.64882 -13.43961 -8.20166
O -1.94020 -13.08383 -8.73451
P -2.08562 -11.92555 -9.89193
O -3.48246 -11.74352 -10.44635
O -1.35088 -10.67724 -9.17484
C -0.95463 -9.57752 -9.97125
O -1.07627 -12.45696 -11.03979
C -1.30217 -13.67164 -11.59492
H 0.17883 -13.03604 -8.78494
H -0.53914 -14.52407 -8.20760
H -0.60781 -13.05470 -7.18271
H -1.49584 -8.68288 -9.66335
H -1.17125 -9.77558 -11.02099
H 0.10968 -9.35248 -9.90265
H -0.67852 -14.43965 -11.13738
H -1.09526 -13.60845 -12.66323
H -2.35966 -13.93301 -11.63351
C -1.22829 -5.82401 -11.08971
O -0.89517 -6.90894 -11.89479
P -0.84650 -6.72485 -13.48973
O 0.08820 -5.66990 -14.00823
O -0.56094 -8.24955 -14.06599
C 0.60130 -8.93135 -13.64525
O -2.40029 -6.50158 -13.85401
C -2.81658 -6.59706 -15.18463
H -0.39442 -5.59040 -10.42775
H -1.94147 -6.12736 -10.32326
H -1.43046 -4.89144 -11.61652
H 1.31173 -8.31150 -13.09827
H 1.05382 -9.26863 -14.57775
H 0.30200 -9.81796 -13.08628
H -3.45375 -7.46367 -15.36104
H -1.98081 -6.55274 -15.88294
H -3.51279 -5.79293 -15.42289
C 2.44739 -6.49977 -10.76030
O 2.31379 -5.34526 -11.56745
P 3.47674 -4.74186 -12.51615
O 3.08228 -3.76179 -13.60726
O 4.43511 -4.01635 -11.40346
C 5.58598 -3.32697 -11.90404
O 4.29617 -6.03869 -13.04623
C 3.89695 -6.80465 -14.17378
H 1.49985 -7.01613 -10.60656
H 2.74186 -6.07742 -9.79956
H 3.18363 -7.22889 -11.09858
H 5.51231 -2.32426 -11.48304
H 5.66423 -3.38807 -12.98951
H 6.48824 -3.75605 -11.46826
H 3.46528 -7.76633 -13.89641
H 4.81455 -7.05377 -14.70672
H 3.18669 -6.27801 -14.81119
C 10.25995 -7.31711 -10.75334
O 9.79649 -6.16408 -11.35873
P 9.07641 -6.16313 -12.84832
O 9.98010 -6.54860 -13.97747
O 8.33764 -4.71654 -12.91377
C 9.09750 -3.50964 -13.32835
O 7.83269 -7.16608 -12.58584
C 7.46798 -8.17725 -13.50608
H 9.65304 -7.29875 -9.84812
H 11.29718 -7.19835 -10.44007
H 10.09064 -8.22432 -11.33336
H 10.17134 -3.56768 -13.50615
H 9.03104 -2.67967 -12.62490
H 8.67417 -3.18234 -14.27796
H 7.73394 -9.17484 -13.15656
H 8.02546 -7.99503 -14.42484
H 6.39779 -8.21298 -13.70985
C 5.13774 1.22950 -10.28098
O 4.89349 0.84415 -8.88016
P 5.69174 1.46818 -7.71682
O 5.44509 0.74072 -6.42781
O 5.11793 2.97792 -7.83586
C 3.77426 3.25608 -7.62928
O 7.20647 1.56663 -8.37033
C 7.97145 0.39699 -8.45032
H 4.18414 1.56546 -10.68826
H 5.33375 0.33975 -10.87933
H 5.89286 2.01174 -10.35837
H 3.29602 2.46243 -7.05526
H 3.19973 3.34092 -8.55169
H 3.64766 4.19389 -7.08836
H 7.86318 -0.04560 -9.44052
H 7.55718 -0.37479 -7.80159
H 9.02346 0.62610 -8.28044
C 1.78200 -12.70573 -13.65304
O 1.67237 -12.25397 -12.35683
P 2.90520 -11.38015 -11.66492
O 3.26149 -10.13352 -12.37788
O 2.48541 -11.17493 -10.09521
C 3.42516 -10.70661 -9.16352
O 4.14887 -12.44682 -11.57722
C 3.86033 -13.78623 -11.09615
H 1.61611 -13.77696 -13.76727
H 2.75539 -12.35690 -13.99791
H 1.08221 -12.23563 -14.34397
H 3.11455 -9.77427 -8.69198
H 4.40147 -10.62869 -9.64189
H 3.37835 -11.42376 -8.34399
H 4.55323 -14.09487 -10.31338
H 3.97628 -14.51219 -11.90092
H 2.85394 -13.94054 -10.70697
C 5.22921 0.53683 -16.56991
O 6.54146 0.76650 -16.24468
P 7.60712 -0.46611 -16.12641
O 7.66974 -1.40589 -17.26377
O 9.00738 0.31778 -15.74723
C 10.21443 -0.39629 -15.58940
O 7.22959 -1.12536 -14.72113
C 6.86772 -0.46542 -13.53993
H 4.64520 0.25629 -15.69336
H 5.11830 -0.20317 -17.36249
H 4.86528 1.48032 -16.97671
H 10.86019 0.08438 -16.32427
H 10.18427 -1.46285 -15.81223
H 10.67547 -0.32871 -14.60402
H 5.80021 -0.63216 -13.39596
H 6.94777 0.60994 -13.69901
H 7.37307 -0.85753 -12.65733
C 8.35637 -3.88149 -9.05880
O 7.73632 -2.88006 -8.29018
P 6.54646 -3.28137 -7.23576
O 5.97209 -2.20919 -6.37797
O 5.45466 -4.07842 -8.12585
C 4.18101 -4.47323 -7.67203
O 7.21778 -4.50807 -6.39802
C 8.23207 -4.26567 -5.40909
H 7.87604 -4.84382 -8.88185
H 9.43188 -4.01062 -8.93758
H 8.19678 -3.71779 -10.12456
H 3.44080 -4.16440 -8.41015
H 3.94917 -3.94852 -6.74519
H 4.21940 -5.55609 -7.55349
H 9.08888 -4.89771 -5.64259
H 7.86009 -4.58163 -4.43446
H 8.53236 -3.21785 -5.40854
C 7.29896 -10.91972 -10.42162
O 6.64175 -9.69663 -10.16966
P 6.59729 -9.07929 -8.67474
O 6.01845 -10.06319 -7.70343
O 5.71239 -7.75908 -8.91744
C 6.07250 -6.79162 -9.91352
O 8.07614 -8.46941 -8.35764
C 8.39660 -7.65371 -7.27478
H 8.01580 -10.72675 -11.21974
H 6.47589 -11.60439 -10.62631
H 7.88800 -11.33908 -9.60597
H 7.08431 -6.95178 -10.28593
H 5.79919 -5.78827 -9.58688
H 5.47787 -6.95533 -10.81226
H 8.96494 -8.31194 -6.61765
H 7.42643 -7.39304 -6.85180
H 8.87927 -6.71029 -7.52991